Entry 1:
47
Properties=species:S:1:pos:R:3:forces:R:3 method="wB97M-V/def2-TZVPD" lumo_energy_ev="-6.18 / -9.78" spin_multiplicity=5 charge=+2
Pd -0.5674 0.2920 -0.2231 -0.5 -0.1 -0.2
C -4.1977 1.4416 -0.7944 0.0 0.0 0.0
C -2.9575 1.5397 0.0327 0.0 0.0 -0.1
C -2.8172 0.7955 1.2142 0.0 -0.1 0.0
C -1.6663 0.8819 2.0022 0.2 0.0 0.0
C -1.5195 0.0702 3.2531 0.0 0.0 0.0
C -0.6212 1.7476 1.5840 0.1 0.0 0.2
C -0.7505 2.5532 0.4333 0.1 0.2 0.0
C 0.2874 3.5765 0.0838 0.0 0.0 0.0
C -1.8914 2.3721 -0.3698 0.2 0.0 0.0
H -4.2537 0.4721 -1.2943 0.0 0.0 0.0
H -4.2312 2.2131 -1.5597 0.0 0.0 0.0
H -5.0779 1.5343 -0.1574 0.0 0.0 0.0
H -3.6281 0.1494 1.5310 0.0 0.0 0.0
H -1.3204 -0.9768 3.0143 0.0 0.0 0.0
H -2.4393 0.0989 3.8366 0.0 0.0 0.0
H -0.7051 0.4392 3.8727 0.0 0.0 0.0
H 0.2467 1.8758 2.2192 0.0 0.0 0.0
H 0.5161 3.5718 -0.9812 0.0 0.0 0.0
H 1.2043 3.4201 0.6487 0.0 0.0 0.0
H -0.0982 4.5675 0.3308 0.0 0.0 0.0
H -1.9736 2.9328 -1.2938 0.0 0.0 0.0
O -3.4803 -2.0604 -0.9618 -0.1 0.2 -0.3
C -2.3101 -1.6765 -1.2758 0.1 -0.8 0.4
O -1.8697 -0.7424 -1.9111 -0.3 0.4 -0.1
C -1.3644 -2.6461 -0.5564 0.1 0.4 0.0
C -1.4734 -4.0144 -0.6631 0.2 0.0 0.1
C -0.4133 -4.7672 -0.1538 0.0 0.0 0.0
C 0.6468 -4.1107 0.4412 0.0 0.0 0.0
C 0.6357 -2.7203 0.5276 0.0 0.2 0.1
N -0.3626 -1.9800 0.0496 0.0 -0.4 -0.1
H -2.3269 -4.4717 -1.1405 0.0 0.0 0.0
H -0.4219 -5.8464 -0.2232 0.0 0.0 0.0
H 1.4836 -4.6577 0.8514 0.0 0.0 0.0
H 1.4504 -2.1848 0.9978 0.0 0.0 0.0
S 1.1044 0.7082 -1.9047 -0.2 -0.1 -0.1
C 2.7048 0.5823 -1.4036 0.4 0.1 -0.1
C 3.1197 0.2975 -0.0797 -0.1 0.0 0.1
C 4.4560 0.2346 0.2175 0.0 0.0 0.0
C 5.4115 0.4489 -0.7872 0.0 0.0 0.0
C 5.0257 0.7326 -2.0972 0.0 0.0 0.1
C 3.6893 0.8055 -2.4112 0.0 -0.1 0.1
H 2.3720 0.1488 0.6920 0.0 0.0 0.0
H 4.7804 0.0262 1.2278 0.0 0.0 0.0
H 6.4634 0.3983 -0.5397 0.0 0.0 0.0
H 5.7734 0.8978 -2.8598 0.0 0.0 0.0
H 3.3671 1.0295 -3.4191 0.0 0.0 0.0

---

Entry 2:
26
Properties=species:S:1:pos:R:3:forces:R:3 method="wB97M-V/def2-TZVPD" lumo_energy_ev=0.83
C -1.0903 -1.0984 0.6024 -0.6 -0.1 -0.6
C -1.5209 0.1170 -0.0770 -1.0 1.8 1.2
C -0.0144 -1.6155 0.0282 1.6 -0.1 0.3
C -0.7863 0.7594 -0.9907 2.1 -3.0 0.0
C 0.7663 -0.8206 -1.0052 -3.7 1.9 1.0
C -2.7047 0.8037 0.6448 1.5 -3.4 1.5
C 0.4789 -2.9286 0.5313 2.8 1.0 -0.3
C -0.8652 1.9880 -1.8630 0.0 -3.3 -1.2
Si 2.1172 1.1597 1.4485 -1.9 -1.6 2.4
Si 2.2321 0.2002 -0.5956 0.7 1.5 -2.6
H -1.6762 -1.5968 1.4472 0.9 0.9 -1.4
H 0.8151 -1.1871 -2.0118 -0.2 -0.4 -0.5
H -2.8929 1.6158 0.0195 -1.1 1.9 0.1
H -2.2065 0.8949 1.6910 -1.4 0.9 -1.6
H -3.5611 0.0563 0.7937 1.0 1.3 -0.5
H 1.5986 -2.9020 0.7079 -0.9 -0.1 -0.7
H 0.2613 -3.6120 -0.2655 -0.1 -1.2 0.2
H 0.1571 -3.1197 1.5278 -1.1 -0.7 0.4
H 0.0141 2.2133 -2.4367 0.5 -0.6 -0.5
H -1.0019 2.8462 -1.3813 -0.5 3.5 3.0
H -1.7433 1.9935 -2.4989 0.0 -0.6 -0.6
H 1.1769 0.1006 2.2498 1.0 0.8 -0.9
H 1.2572 2.3201 1.8133 0.6 0.3 -0.5
H 3.3301 0.9906 2.2564 0.4 0.5 -0.1
H 2.3503 1.3636 -1.7599 -0.2 -1.3 1.4
H 3.5087 -0.5424 -0.8762 -0.2 0.1 0.5

---

Entry 3:
16
Properties=species:S:1:pos:R:3:forces:R:3 method="wB97M-V/def2-TZVPD" lumo_energy_ev=0.62 smiles="S=C1C[C@@]2(CN1)CN2"
S 0.5775 -2.1318 -1.5633 -0.2 -0.1 0.0
C 0.1749 -0.9638 -0.4825 0.9 0.5 -0.9
C -0.6883 0.2376 -0.6882 1.1 1.0 0.7
C -0.3751 1.0697 0.5770 -1.9 -0.8 -1.1
C 0.1654 0.1678 1.6559 -1.3 -1.0 -1.7
N 0.6990 -0.8702 0.7465 -0.3 0.5 0.5
C 0.1523 2.3582 0.4663 -0.5 3.0 -1.7
N -1.3689 2.2132 0.7317 2.2 -0.8 2.9
H -0.6675 0.8178 -1.6354 0.7 -0.6 0.6
H -1.6793 -0.0802 -0.6439 -2.0 -0.6 0.3
H -0.6837 -0.2506 2.2085 0.5 0.1 0.6
H 0.9096 0.6946 2.2208 0.3 -0.2 0.6
H 1.3575 -1.5633 0.9785 0.7 -0.8 0.7
H 0.8463 2.8761 1.1233 -0.3 -0.4 0.4
H 0.2428 2.7099 -0.5525 0.3 0.2 -0.1
H -1.4520 2.2875 1.7956 -0.2 0.2 -1.7

---

Entry 4:
71
Properties=species:S:1:pos:R:3:forces:R:3 method="wB97M-V/def2-TZVPD" lumo_energy_ev="-3.60 / -3.71" spin_multiplicity=2 charge=+1
Ti 0.8655 0.0911 0.2943 1.4 -0.5 -0.4
C -1.8213 -2.5658 -2.2289 0.0 0.0 0.0
C -2.5137 -1.7482 -1.1855 0.0 0.1 0.0
N -3.8306 -1.7605 -1.1284 0.0 0.0 -0.1
C -4.4559 -1.0501 -0.1795 0.0 0.1 0.1
C -3.8035 -0.2688 0.7488 0.0 -0.1 -0.1
C -4.5858 0.4351 1.8244 0.0 0.0 0.0
O -4.2630 -0.0788 3.1229 0.0 0.0 0.0
C -2.3929 -0.2024 0.6803 0.0 0.1 0.2
C -1.6999 0.6697 1.6228 -0.2 -0.2 -0.1
N -0.4636 1.0280 1.5942 -0.2 0.6 0.2
C -0.0758 2.1327 2.4420 -0.1 -0.3 -0.2
C -1.0342 3.0906 2.7812 0.1 0.1 0.1
C -0.7325 4.1623 3.6011 0.0 -0.1 -0.1
C 0.5558 4.3165 4.0815 0.0 0.0 0.0
C 1.5367 3.4214 3.6954 0.0 0.0 0.0
C 1.2408 2.3435 2.8656 -0.1 0.3 0.2
I 2.9105 1.2318 2.2883 -0.2 -0.1 0.0
C -1.7437 -0.9771 -0.2802 0.2 -0.1 0.0
O -0.4271 -1.0459 -0.3636 -0.6 -0.4 0.0
H -2.5568 -2.9655 -2.9214 0.0 0.0 0.0
H -1.2788 -3.3957 -1.7698 0.0 0.0 0.0
H -1.0873 -1.9679 -2.7705 0.0 0.0 0.0
H -5.5387 -1.1159 -0.1692 0.0 0.0 0.0
H -5.6541 0.3415 1.6250 0.0 0.0 0.0
H -4.3632 1.5028 1.8546 0.0 0.0 0.0
H -4.8433 -0.8245 3.3053 0.0 0.0 0.0
H -2.3292 1.0657 2.4128 0.0 0.0 0.0
H -2.0276 3.0270 2.3610 0.0 0.0 0.0
H -1.5016 4.8841 3.8392 0.0 0.0 0.0
H 0.8114 5.1493 4.7220 0.0 0.0 0.0
H 2.5542 3.5701 4.0295 0.0 0.0 0.0
O 0.9978 4.6545 -3.9766 -0.1 0.0 0.1
C -0.2831 4.3076 -4.0098 0.1 0.0 -0.1
O -1.0763 4.8483 -4.7326 0.0 0.0 0.0
C -0.7266 3.1897 -3.1228 -0.1 0.0 0.0
C -2.0047 2.6842 -3.1876 0.0 0.0 0.0
N -2.0815 1.6981 -2.2754 0.0 0.0 0.0
N -0.9422 1.5229 -1.6028 0.0 0.1 0.0
C -0.1080 2.4177 -2.1114 0.0 0.1 0.0
C 1.2864 2.4241 -1.6053 0.0 -0.2 -0.1
O 2.1735 3.0534 -2.1449 -0.1 0.1 0.1
O 1.4956 1.6508 -0.5696 0.0 0.2 0.1
H 1.5111 4.1008 -3.3454 0.0 0.0 0.0
H -2.8287 2.9685 -3.8196 0.0 0.0 0.0
H -2.8604 1.0870 -2.0886 0.0 0.0 0.0
N -1.3946 -2.0658 2.7706 0.0 0.0 0.0
N -0.4721 -2.6845 3.6038 0.0 0.1 0.0
C 0.8390 -2.7164 3.3193 0.1 -0.2 0.1
N 1.5757 -3.4592 4.1635 0.0 0.0 0.0
S 1.6464 -1.9844 2.0319 -0.1 0.0 -0.2
H -2.0384 -1.5057 3.3183 0.0 0.0 0.0
H -1.9111 -2.7547 2.2341 0.0 0.0 0.0
H -0.8098 -3.2492 4.3706 0.0 0.0 0.0
H 1.1784 -3.9307 4.9584 0.0 0.0 0.0
H 2.5725 -3.4765 4.0413 0.0 0.0 0.0
N 5.2996 -4.2211 -3.5799 0.0 0.0 0.0
C 4.9545 -2.9574 -3.8847 -0.1 -0.1 0.2
S 5.3917 -2.1859 -5.2546 0.0 0.0 -0.1
C 4.0663 -2.3029 -2.8706 0.1 0.0 -0.1
C 4.2167 -0.9536 -2.5773 0.0 0.0 0.0
C 3.3731 -0.3673 -1.6560 0.0 -0.1 0.0
N 2.3901 -1.0440 -1.0377 -0.1 0.3 0.1
C 2.2435 -2.3397 -1.3269 -0.1 0.0 0.0
C 3.0576 -3.0058 -2.2229 0.0 0.0 0.0
H 5.9118 -4.7147 -4.2089 0.0 0.0 0.0
H 5.1556 -4.5980 -2.6589 0.0 0.0 0.0
H 4.9768 -0.3684 -3.0745 0.0 0.0 0.0
H 3.4714 0.6794 -1.4048 0.0 0.0 0.0
H 1.4322 -2.8480 -0.8221 0.0 0.0 0.0
H 2.8692 -4.0495 -2.4349 0.0 0.0 0.0

---

Entry 5:
61
Properties=species:S:1:pos:R:3:forces:R:3 method="wB97M-V/def2-TZVPD" lumo_energy_ev="0.29 / 0.29" spin_multiplicity=4
Co -0.6791 0.4389 0.2209 0.1 -0.4 0.0
C 1.0342 -2.7290 -0.2817 -0.2 0.1 0.0
C -0.0417 -2.6158 0.7884 0.1 -0.1 0.1
N -1.2380 -1.8192 0.4319 0.2 0.0 -0.1
C -1.9403 -2.4757 -0.6937 0.0 0.1 -0.1
C -3.2287 -1.7996 -1.1511 0.1 0.0 0.1
C -2.1208 -1.7925 1.6164 -0.1 0.3 0.1
C -1.7272 -0.7390 2.6407 0.1 0.1 -0.1
N -1.5947 0.5359 1.9570 -0.1 -0.1 -0.2
C -1.6192 1.7022 2.6385 0.0 0.3 0.2
C -1.4259 2.8940 1.8971 0.0 -0.3 0.1
F -1.1605 2.7420 0.5678 0.0 0.1 0.0
C -1.4753 4.1506 2.4394 0.0 -0.1 0.1
F -1.3005 5.2197 1.6485 0.0 0.0 -0.1
C -1.6977 4.3308 3.7926 0.0 0.1 0.0
C -1.8368 3.1922 4.5590 0.0 0.1 -0.1
F -2.0183 3.3213 5.8820 0.0 -0.1 0.1
C -1.7883 1.9203 4.0249 0.0 0.0 -0.2
F -1.8882 0.8825 4.8853 0.0 0.0 0.0
H 1.9244 -3.1804 0.1599 0.0 0.0 0.0
H 1.2900 -1.7461 -0.6682 0.1 0.1 -0.1
H 0.7278 -3.3630 -1.1140 0.0 0.0 0.0
H 0.3963 -2.1539 1.6733 0.0 0.0 0.0
H -0.3677 -3.6290 1.0670 0.0 0.0 0.1
H -2.1565 -3.5166 -0.4112 0.1 0.0 0.0
H -1.2505 -2.4968 -1.5375 0.0 0.0 0.0
H -4.0666 -1.9900 -0.4817 0.0 0.0 0.0
H -3.5018 -2.1929 -2.1307 0.0 0.0 0.0
H -3.0874 -0.7258 -1.2433 0.0 0.0 -0.1
H -2.1472 -2.7823 2.0902 -0.1 0.0 -0.1
H -3.1231 -1.5410 1.2801 0.0 0.0 0.0
H -0.7900 -1.0096 3.1464 0.0 -0.1 0.1
H -2.5114 -0.7172 3.3969 0.0 -0.1 0.0
H -1.7499 5.3163 4.2292 0.0 0.0 0.0
Br -1.8573 1.6478 -7.2740 0.0 -0.1 0.1
C -0.9965 0.5854 -5.9635 0.0 0.1 -0.1
C -0.3193 -0.5637 -6.3459 0.0 0.0 0.1
N 0.3153 -1.3311 -5.4686 0.1 -0.1 -0.1
C 0.3049 -0.9726 -4.1909 0.1 0.1 0.0
C -0.3615 0.1526 -3.7191 0.0 0.0 0.0
C -1.0392 0.9486 -4.6314 -0.1 0.0 0.1
C -0.3941 0.4420 -2.2506 0.0 0.1 -0.2
O -1.4931 0.7404 -1.7185 0.0 0.2 0.2
O 0.6574 0.3362 -1.5697 -0.1 -0.3 0.1
H -0.2878 -0.8763 -7.3828 0.0 0.1 0.0
H 0.8529 -1.6105 -3.5055 0.0 0.0 0.0
H -1.5820 1.8234 -4.2992 0.0 0.0 0.0
C 4.3850 1.9733 1.5855 0.0 -0.1 -0.1
As 3.2828 0.5266 0.9111 0.6 0.0 0.2
C 4.1881 -1.0667 1.5696 -0.1 0.2 -0.1
C 3.5527 0.5584 -1.0036 -0.1 0.0 0.1
S 1.3656 0.6888 1.7471 -0.1 0.0 -0.2
H 5.4289 1.8149 1.3159 0.0 0.0 0.0
H 4.2826 2.0066 2.6679 0.0 0.0 0.0
H 4.0358 2.9154 1.1675 0.0 0.0 0.0
H 5.2667 -0.9444 1.4794 0.0 0.0 0.0
H 3.8686 -1.9420 1.0085 0.0 0.0 0.0
H 3.9143 -1.1927 2.6148 0.0 0.0 0.0
H 4.6197 0.6552 -1.1992 0.0 0.0 0.1
H 3.0074 1.4045 -1.4148 0.0 0.0 0.0
H 3.1627 -0.3521 -1.4506 0.0 0.0 0.0

---

Entry 6:
17
Properties=species:S:1:pos:R:3:forces:R:3 method="wB97M-V/def2-TZVPD" lumo_energy_ev="-0.78 / -0.78"
C 0.4366 0.9909 -1.3518 0.1 0.0 -0.2
C -0.1761 0.9552 0.0394 -0.1 0.1 0.0
C -1.2263 -0.1428 0.2825 -0.5 0.1 -0.2
O -1.6807 -0.7493 -0.8905 -0.6 -0.3 -0.2
C -0.2230 -0.9207 1.1057 -0.2 -0.2 0.0
C 0.5497 0.2305 1.1463 -0.9 0.3 0.4
O 1.9477 -1.1798 0.0026 0.4 -0.9 -0.4
H 1.2543 1.7159 -1.3772 0.0 -0.1 0.0
H -0.3050 1.2849 -2.0950 -0.1 0.0 0.1
H 0.8351 0.0153 -1.6117 0.1 0.1 0.0
H -0.5338 1.9575 0.2991 0.2 -0.1 0.3
H -2.0539 0.1936 0.9197 -0.1 0.2 -0.3
H -2.2241 -1.4786 -0.5784 -0.2 -0.2 -0.4
H -0.3891 -1.5896 1.9437 0.1 -0.2 -0.2
H 0.4418 -1.6689 -0.2440 2.3 2.5 2.4
H 0.9740 0.7264 2.0189 0.7 -0.4 -0.2
H 2.3729 -0.3405 0.3906 -1.1 -0.9 -1.0

---

Looking at ΔE to the lowest compared entry with this formula, charge and spin for the records above, in order, we have 0.0; 279.7; 185.4; 108.8; 0.0; 794.1 kJ/mol.
Looking at DFT total energy for the records above, in order, we have -42000.1176; -24305.1305; -19128.4993; -105965.0833; -220994.7208; -9434.8123 eV.